(1)
DFT (wB97M-V/def2-TZVPD) results for a 4-piece molecular cluster, C28H47BrFN4O11 overall.

Each line ends with the Mulliken charge.
CARTESIAN COORDINATES (ANGSTROEM)
C  -2.6946  3.6626  2.2754  -1.60
C  -2.3695  3.1303  0.8871  0.92
C  -1.3620  4.0170  0.1530  -1.14
C  -1.1923  3.6784  -1.3238  -1.07
C  -0.8252  2.2037  -1.5779  -0.33
C  -1.9296  1.4611  -2.3119  1.02
C  -1.6833  -0.0360  -2.4661  -1.64
N  -1.5687  -0.7199  -1.1800  0.29
C  -2.5420  -1.1692  -0.3788  0.51
C  -3.9941  -1.0898  -0.6571  -1.36
C  -4.6340  0.2468  -0.2326  0.34
C  -6.0789  0.0405  0.2176  -1.09
C  -6.8976  1.3253  0.3430  -0.68
O  -7.0630  1.8028  1.6592  -0.47
C  -5.8507  2.0713  2.3337  -0.68
N  -2.0598  -1.6861  0.7487  -0.62
C  -0.7350  -1.5675  0.6477  0.66
N  0.1443  -1.9781  1.5579  0.04
C  -0.2255  -2.6626  2.7823  0.12
F  -0.9784  -1.8368  3.5876  -0.34
C  1.0799  -3.0534  3.4443  -0.75
C  1.8269  -1.8648  4.0515  -0.94
N  -0.3888  -1.0004  -0.5314  0.38
C  0.9284  -0.7814  -1.0531  -0.20
C  1.1497  -1.5836  -2.3210  0.61
O  0.5164  -2.5262  -2.6240  -0.43
Br  2.5775  -0.9110  -3.3980  -0.11
H  -2.9643  4.7161  2.2324  0.36
H  -3.5207  3.1242  2.7352  0.36
H  -1.8315  3.5649  2.9311  0.40
H  -1.9441  2.1298  1.0079  -0.24
H  -3.2786  3.0086  0.2943  0.12
H  -1.6870  5.0518  0.2578  0.49
H  -0.3997  3.9400  0.6653  0.29
H  -0.4195  4.3101  -1.7565  0.39
H  -2.1218  3.9179  -1.8419  0.29
H  -0.6114  1.7235  -0.6217  0.12
H  0.1047  2.1598  -2.1514  0.44
H  -2.8574  1.6089  -1.7659  -0.40
H  -2.0140  1.8790  -3.3140  0.00
H  -2.5219  -0.4918  -2.9837  0.39
H  -0.7835  -0.2062  -3.0487  0.56
H  -4.4359  -1.8962  -0.0752  0.61
H  -4.2051  -1.3108  -1.7022  0.38
H  -4.6401  0.9188  -1.0900  0.27
H  -4.0442  0.7181  0.5520  0.14
H  -6.0787  -0.5107  1.1568  0.46
H  -6.5638  -0.5964  -0.5235  0.49
H  -6.4872  2.1206  -0.2895  0.37
H  -7.9057  1.1227  -0.0102  0.34
H  -5.3766  1.1549  2.6930  0.29
H  -6.0942  2.6811  3.1974  0.38
H  -5.1582  2.6148  1.6853  0.17
H  1.1370  -1.8685  1.4037  0.06
H  -0.8371  -3.5269  2.5272  0.46
H  0.9111  -3.8185  4.1965  0.45
H  1.6738  -3.4933  2.6447  0.22
H  2.0607  -1.0985  3.3183  0.25
H  2.7777  -2.2463  4.4125  0.24
H  1.2839  -1.4492  4.8931  0.39
H  1.6534  -1.1707  -0.3391  0.03
H  1.1556  0.2659  -1.2328  0.32
C  5.9333  -2.0739  2.4344  -0.22
C  6.3193  -1.8235  0.9916  -0.22
O  5.1134  -2.1870  0.2830  -0.39
C  4.0877  -2.0706  1.1262  0.34
O  2.9301  -2.0694  0.7970  -0.66
O  4.5022  -1.8960  2.3874  -0.17
H  6.3826  -1.3788  3.1365  0.31
H  6.1416  -3.0956  2.7519  0.24
H  6.5249  -0.7715  0.7930  0.24
H  7.1533  -2.4221  0.6545  0.18
C  10.4198  -4.5249  3.0143  -0.36
C  9.7378  -4.1191  1.7203  -0.31
O  9.0342  -2.9299  2.1157  -0.26
C  9.6516  -2.4080  3.2108  0.62
O  9.3854  -1.3485  3.6714  -0.51
O  10.5704  -3.2669  3.6856  -0.33
H  11.3914  -4.9870  2.8692  0.30
H  9.7965  -5.1749  3.6298  0.26
H  10.4499  -3.8574  0.9371  0.26
H  9.0393  -4.8612  1.3429  0.31
C  -3.4889  2.6875  -7.5383  -0.36
C  -2.1955  2.9810  -6.8017  -0.26
O  -2.6702  3.5161  -5.5593  -0.30
C  -3.9362  3.0733  -5.3553  0.72
O  -4.5348  3.1995  -4.3382  -0.52
O  -4.4000  2.4485  -6.4578  -0.34
H  -3.4378  1.8140  -8.1814  0.30
H  -3.8456  3.5423  -8.1134  0.27
H  -1.6196  2.0762  -6.5971  0.22
H  -1.5616  3.7073  -7.3017  0.30

Summary:
**Total charge**: +1

=====

(2)
DFT (wB97M-V/def2-TZVPD) results for a 5-piece molecular cluster, C28H47ClN4O13P overall at a distorted geometry.

Each line ends with the Mulliken charge.
CARTESIAN COORDINATES (ANGSTROEM)
C  3.4980  -2.5527  1.4028  -1.17
C  2.8021  -3.8807  0.8830  0.06
C  3.7609  -4.4871  -0.2108  -1.42
C  1.3454  -3.4997  0.3248  2.19
C  0.3084  -4.3701  1.1572  -1.12
C  1.2177  -3.6862  -1.2184  -0.95
O  -0.0257  -3.1774  -1.8054  -0.40
N  -0.3527  -1.9595  -1.3216  0.58
C  -1.6167  -1.8191  -0.7716  0.08
P  -3.0569  -3.0124  -0.5992  0.12
O  -2.5587  -4.5426  -0.1467  -0.39
Cl  -4.1300  -2.2108  1.0345  -0.21
C  -1.6913  -0.4571  -0.3103  -0.40
N  -0.4500  0.0726  -0.6386  0.63
C  -0.1440  1.4959  -0.2754  -0.78
C  0.3421  1.4657  1.2494  0.04
O  -0.3999  2.4170  2.0199  -0.29
C  1.8970  1.6122  1.4291  -0.78
N  2.6910  1.2000  0.2498  -0.37
C  0.3659  -0.8009  -1.2727  -0.11
O  1.6237  -0.6489  -1.7737  -0.24
N  1.6866  0.5244  -2.6238  0.35
O  0.9601  0.4131  -3.5192  -0.18
H  3.7676  -1.9299  0.5157  0.20
H  2.7433  -1.9604  1.9881  0.22
H  4.3511  -2.7698  2.0845  0.45
H  2.7387  -4.5803  1.7535  0.57
H  4.0633  -3.6389  -0.8842  0.30
H  4.7110  -4.7963  0.2966  0.40
H  3.3151  -5.3258  -0.7933  0.31
H  1.1785  -2.4439  0.6715  -1.01
H  0.6661  -4.5232  2.2067  0.50
H  -0.6210  -3.7481  1.2687  -0.03
H  0.0582  -5.3381  0.6665  0.20
H  2.0549  -3.1820  -1.7704  0.20
H  1.2554  -4.7739  -1.4679  0.45
H  -3.1049  -4.7628  0.6371  0.32
H  -2.5636  0.0095  0.1755  0.39
H  0.5941  1.9626  -0.9600  0.47
H  -1.1226  2.0350  -0.2520  0.31
H  0.0426  0.4700  1.6745  0.10
H  0.0677  3.2696  2.0001  0.30
H  2.1812  2.6334  1.7893  0.50
H  2.1827  0.9193  2.2710  0.27
H  2.8351  0.1845  0.2923  -0.03
H  3.6384  1.5673  0.3926  0.30
O  -0.1158  -3.6944  4.4844  -0.61
C  -0.9663  -2.9791  4.9415  0.56
O  -0.7036  -1.8991  5.7171  -0.37
C  -1.9404  -1.3266  6.1842  -0.40
C  -2.9868  -1.7994  5.2005  -0.24
C  -2.4590  -3.1579  4.7850  -0.14
H  -2.1301  -1.6858  7.1991  0.25
H  -1.8578  -0.2410  6.2049  0.23
H  -3.9908  -1.8301  5.6227  0.42
H  -3.0059  -1.1355  4.3361  0.06
H  -2.7963  -3.9502  5.4566  0.33
H  -2.7193  -3.3912  3.7541  -0.03
O  -3.4746  1.1027  4.4090  -0.56
C  -3.3038  2.2859  4.5262  0.50
O  -2.3020  2.8278  5.2581  -0.35
C  -2.4417  4.2580  5.2846  -0.49
C  -3.2787  4.5975  4.0678  -0.36
C  -4.1712  3.3742  3.9396  -0.45
H  -2.9312  4.5424  6.2191  0.29
H  -1.4569  4.7217  5.2482  0.32
H  -3.8260  5.5340  4.1695  0.35
H  -2.6371  4.6772  3.1865  0.13
H  -5.0790  3.4662  4.5390  0.31
H  -4.4180  3.1606  2.9017  0.28
O  5.0490  1.3584  -8.6953  -0.53
C  4.2554  1.1170  -7.8373  0.42
O  2.9683  1.5687  -7.8464  -0.38
C  2.3182  1.1944  -6.6263  -0.30
C  3.1089  0.0158  -6.0995  -0.07
C  4.5176  0.3233  -6.5775  -0.47
H  2.3401  2.0485  -5.9424  0.22
H  1.2800  0.9318  -6.8301  0.30
H  3.0299  -0.1062  -5.0199  -0.05
H  2.7561  -0.9058  -6.5693  0.29
H  5.0617  0.9507  -5.8690  0.29
H  5.0786  -0.5827  -6.7950  0.31
O  -0.1670  5.0211  -1.8700  -0.59
C  -0.8805  4.4479  -2.6417  0.48
O  -1.7640  3.4808  -2.2691  -0.24
C  -2.3823  2.9194  -3.4405  -0.29
C  -2.2307  3.9763  -4.5165  -0.56
C  -0.9141  4.6373  -4.1389  -0.20
H  -1.8656  1.9891  -3.6958  0.10
H  -3.4275  2.6957  -3.2295  0.35
H  -2.2440  3.5670  -5.5261  0.34
H  -3.0418  4.7038  -4.4383  0.28
H  -0.0580  4.1232  -4.5811  0.07
H  -0.9022  5.6932  -4.3989  0.31

Summary:
**Total charge**: +1

=====

Number 1: total energy -4815.5015 Ha, LUMO energy -1.987 eV, Kohn-Sham gap 9.5 eV. Number 2: total energy -3093.4297 Ha, LUMO energy -4.541 eV, Kohn-Sham gap 7.4 eV.